40
Properties=species:S:1:pos:R:3:forces:R:3:nbo_charge:R:1 method="wB97M-V/def2-TZVPD" gap_ev=3.47 total_charge=+1 total_energy_ha=-869.992898 e_homo_ha=-0.360 lumo_ev=-6.321
Pb -0.0376 0.0663 -0.1019 -0.81 2.02 -1.17 1.08
N -0.0306 0.0157 2.1833 -0.50 0.22 4.74 -0.43
C -2.2613 -0.9994 0.5731 0.45 -1.66 -1.19 -0.34
C -0.4774 0.8358 -4.6928 -0.40 0.61 -2.72 0.64
C -1.2481 -1.9646 0.9524 -1.04 -0.19 -1.94 -0.29
C 2.3732 -0.7625 -0.0837 0.19 2.33 -0.01 -0.32
C 1.9558 1.4834 -0.6580 1.96 -1.47 0.31 -0.35
C -2.2277 -0.8536 -0.8594 0.10 -2.47 0.32 -0.35
C -1.1816 -1.7274 -1.3791 -1.74 -0.55 1.49 -0.40
C 0.1004 2.1822 -4.6263 0.61 0.59 1.54 -0.77
C -1.9356 0.6855 -4.6790 -0.82 -0.37 1.48 -0.78
C 2.1938 0.1510 -1.2037 1.18 1.17 1.51 -0.40
C 2.2569 0.0068 1.1283 0.97 0.94 -1.74 -0.29
C 1.9867 1.3912 0.7748 1.31 -1.41 -1.03 -0.34
C -0.0046 -0.0015 3.3386 -0.34 0.24 -4.05 0.42
C -0.0003 0.0006 4.7066 0.14 -0.07 4.69 -0.76
C -0.5742 -2.4127 -0.2461 -2.07 1.06 -0.05 -0.31
C 0.3466 -0.2693 -5.1864 0.82 -1.15 1.11 -0.78
H -1.0355 -2.3025 1.9577 -0.02 0.04 -0.22 0.23
H -2.3841 0.8625 -5.6793 0.59 0.02 0.13 0.33
H 2.3514 -0.3842 2.1341 0.07 0.06 -0.34 0.23
H -2.4326 1.4024 -3.9982 0.33 -0.17 -0.40 0.28
H 1.8317 2.1909 1.4759 -0.04 0.14 0.04 0.23
H -0.0399 -1.2609 -4.8820 -0.02 0.51 -0.21 0.28
H -2.8538 -0.2074 -1.4511 -0.10 0.09 0.01 0.22
H 2.2549 -0.1041 -2.2484 0.02 -0.07 -0.10 0.21
H 0.2114 -3.1369 -0.2992 0.26 -0.17 0.01 0.24
H -2.2582 -0.3293 -4.3822 0.26 0.32 -0.25 0.28
H -0.8918 0.5149 5.1363 0.54 -0.32 -0.48 0.28
H 0.8924 0.5149 5.1368 -0.55 -0.32 -0.46 0.28
H 0.0829 2.6949 -5.6103 -0.22 -0.55 0.09 0.33
H -2.9195 -0.4814 1.2466 -0.07 0.09 0.08 0.24
H -0.9217 -1.8579 -2.4153 0.08 -0.07 -0.13 0.21
H 1.1600 2.1770 -4.3100 -0.41 -0.15 -0.27 0.28
H 1.3974 -0.2067 -4.8438 -0.48 0.18 -0.23 0.28
H 2.5863 -1.8077 -0.1543 0.03 -0.34 0.00 0.24
H 1.7880 2.3709 -1.2432 -0.04 0.16 0.01 0.22
H 0.3948 -0.2951 -6.2956 -0.31 0.41 0.33 0.33
H -0.4477 2.8478 -3.9330 0.06 -0.35 -0.41 0.28
H -0.0001 -1.0301 5.1364 -0.01 0.65 -0.46 0.28